[1]
C4H8N2S | the ωB97M-V functional and the def2-TZVPD basis

HOMO energy in eV: -8.13
M in g mol⁻¹: 116.2
LUMO energy in eV: -0.067
Electronic energy in Eh: -664.66651
HOMO-LUMO gap in eV: 8.1
Energy above the lowest of the compared OMol25 structures with the same formula, charge and spin in eV: 7.245

ORCA input file:
```
! RIJCOSX wB97M-V def2-TZVPD def2/J DEFGRID3
* xyz 0 1
C -0.46790 -1.60888 -0.65997
C 1.19073 -2.30078 -0.51874
C 1.69334 1.43206 -0.56649
C 1.00919 0.48270 0.49184
N -2.29622 -1.79467 0.74043
N -1.81099 -1.51276 -0.45964
S 2.04779 -1.05792 0.27470
H -0.31071 -1.21461 -1.72658
H -1.78411 -2.21017 1.54752
H 1.63573 1.06868 -1.63067
H 1.27062 2.42659 -0.34023
H 2.75394 1.60913 -0.36362
H -0.07898 0.21380 0.04456
H 1.08795 0.83949 1.43260
H -3.32336 -1.66296 0.82835
*
```


[2]
C5H13NO3 | the ωB97M-V functional and the def2-TZVPD basis

HOMO energy in eV: -9.68
M in g mol⁻¹: 135.2
Structure (SMILES): CC(N)=O.COCOC
LUMO energy in eV: 0.851
Electronic energy in Eh: -478.77703
HOMO-LUMO gap in eV: 10.5
Energy above the lowest of the compared OMol25 structures with the same formula, charge and spin in eV: 1.044

ORCA input file:
```
! RIJCOSX wB97M-V def2-TZVPD def2/J DEFGRID3
* xyz 0 1
C -2.92379 -1.85636 -1.38812
C -1.96366 -0.92359 -0.68300
N -1.02038 -0.35581 -1.49278
O -2.01577 -0.68717 0.51597
H -3.64089 -2.26050 -0.65392
H -2.38433 -2.69850 -1.85330
H -3.48647 -1.32274 -2.17250
H -0.97934 -0.55552 -2.49526
H -0.34337 0.28449 -1.07065
C 2.21517 1.98413 -0.32680
O 0.94023 1.43953 -0.01986
C 0.72253 1.35523 1.36052
O 1.56570 0.45054 2.01670
C 1.32109 -0.89084 1.62028
H 2.28108 2.07594 -1.42400
H 3.03831 1.33823 0.02228
H 2.34079 2.98553 0.11821
H 0.87846 2.33300 1.85560
H -0.34246 1.08046 1.48602
H 0.27245 -1.17845 1.80536
H 1.54862 -1.05745 0.55394
H 1.97601 -1.54009 2.22538
*
```